Entry 1:
An isolated molecule of C5H7NO, computed with wB97M-V/def2-TZVPD.

```
14
Properties=species:S:1:pos:R:3:forces:R:3
O 1.368885 2.199466 0.533364 -0.11 -0.26 -0.18
C 0.773161 1.196739 0.182684 0.07 0.07 -0.07
C 1.459302 -0.154132 0.085299 0.05 0.02 0.05
C 0.530835 -1.327295 -0.044355 -0.20 0.02 -0.04
C -0.787386 -1.192049 -0.135931 0.16 -0.01 0.05
C -1.467215 0.143877 -0.086164 -0.07 -0.11 0.00
N -0.526460 1.240672 -0.251799 0.09 0.15 0.18
H 2.121320 -0.254601 0.951935 -0.11 0.01 -0.10
H 2.120085 -0.095907 -0.790551 -0.05 0.00 0.13
H 0.980625 -2.318153 -0.060659 -0.08 0.14 -0.03
H -1.434613 -2.061778 -0.220723 0.11 0.12 0.03
H -1.986090 0.239034 0.880815 -0.02 -0.04 -0.13
H -2.236672 0.212171 -0.863803 0.13 -0.04 0.06
H -0.915772 2.171950 -0.180108 0.02 -0.08 0.05
```
Positions in Å, forces in eV/Å.

Properties
E_tot (Ha): -324.71905
SMILES string: O=C1CC=CCN1
Molecular weight (g mol⁻¹): 97.117
Strongest force on any atom (eV/A): 0.332
Energy above the lowest of the compared OMol25 structures with the same formula, charge and spin (kcal/mol): 3.4
Orbital gap (eV): 10.337
Total charge: 0

---

Entry 2:
A structure of composition C5H7NO, computed with wB97M-V/def2-TZVPD.

```
14
Properties=species:S:1:pos:R:3:forces:R:3
O 1.988915 -0.801085 -0.965460 -0.33 0.15 0.54
C 1.298121 -0.513258 -0.016965 0.25 -0.15 -0.29
C 0.300582 0.615733 -0.017501 0.15 0.03 -0.18
C -1.181404 0.426588 -0.011011 -0.18 0.09 -0.33
C -1.564891 -0.829837 0.725589 0.07 -0.05 0.13
C -0.846528 -0.404277 1.767386 -0.05 -0.22 0.10
N -0.477759 0.900738 1.206867 0.05 0.13 0.26
H 1.669107 0.576435 -2.637288 -0.11 0.08 -0.15
H 1.410184 -1.047591 0.943347 -0.02 -0.03 -0.10
H 0.644850 1.512899 -0.531316 -0.02 -0.16 0.09
H -1.839134 1.100912 -0.553347 0.16 -0.14 0.03
H 1.222111 0.973437 -3.082200 0.05 0.07 -0.07
H -2.148108 -1.703973 0.467917 0.13 0.12 0.07
H -0.476051 -0.806716 2.703988 -0.16 0.10 -0.09
```
Positions in Å, forces in eV/Å.

Properties
E_tot (Ha): -324.54554
Molecular weight (g mol⁻¹): 97.117
Strongest force on any atom (eV/A): 0.649
Energy above the lowest of the compared OMol25 structures with the same formula, charge and spin (kcal/mol): 112.3
Orbital gap (eV): 10.102
Total charge: 0

---

Entry 3:
An isolated molecule of C5H7NO in a non-equilibrium geometry, computed with wB97M-V/def2-TZVPD.

```
14
Properties=species:S:1:pos:R:3:forces:R:3
C 0.327324 -1.235096 1.934150 -0.05 0.27 0.44
C 0.118846 -0.314933 0.773233 0.23 -0.17 0.10
C 0.150616 1.034760 0.771074 0.19 0.18 0.88
O -0.000524 1.584532 -0.474616 -0.33 -1.30 0.16
C -0.200299 0.581760 -1.341708 0.97 -2.96 1.72
N -0.254874 1.085618 -2.650688 -0.12 -0.89 0.47
C -0.026130 -0.784816 -0.532861 -1.48 3.84 -3.75
H -0.452936 -1.988459 2.080670 0.00 0.10 -0.41
H 0.317946 -0.644545 2.843214 0.23 0.04 0.30
H 1.287252 -1.753934 1.854585 -0.12 0.08 0.03
H 0.263895 1.717625 1.581997 0.06 0.36 0.16
H -0.535339 2.062309 -2.744643 0.10 -0.56 0.35
H -0.700579 0.484500 -3.322436 -0.01 -0.05 -0.03
H -0.295197 -1.829321 -0.771972 0.34 1.04 -0.43
```
Positions in Å, forces in eV/Å.

Properties
E_tot (Ha): -324.65681
SMILES string: Cc1coc(N)c1
Molecular weight (g mol⁻¹): 97.117
Strongest force on any atom (eV/A): 5.568
Energy above the lowest of the compared OMol25 structures with the same formula, charge and spin (kcal/mol): 42.5
Orbital gap (eV): 8.109
Total charge: 0

---

Entry 4:
A cluster of 2 separate species, C5H7NO in total in a non-equilibrium geometry, computed with wB97M-V/def2-TZVPD.

```
14
Properties=species:S:1:pos:R:3:forces:R:3
C 2.645844 0.567022 -0.298720 -0.71 -0.18 0.06
C 1.497520 0.793805 -0.001056 0.53 0.28 0.01
C -0.790806 0.360657 -0.793821 -0.14 -0.05 -0.70
C -0.063560 -1.582505 0.630097 -1.80 1.61 0.76
C 0.096144 0.913783 0.211157 0.25 -3.02 0.76
N -2.000065 0.707492 -0.664592 -2.66 -0.58 -1.00
O -0.377182 1.548961 1.272543 -1.71 1.17 0.03
H 3.599731 0.198626 -0.588550 0.16 0.27 0.07
H -0.390256 -0.305024 -1.600727 -0.04 0.91 0.69
H -0.613965 -1.776224 1.618096 0.79 0.42 -1.85
H 0.971695 -1.508871 0.633835 1.71 -0.34 0.30
H -0.486435 -1.833074 -0.336413 -0.18 -0.57 0.62
H -2.686297 0.218017 -1.315192 1.41 0.92 0.95
H -1.402374 1.697333 1.233337 2.39 -0.82 -0.71
```
Positions in Å, forces in eV/Å.

Properties
E_tot (Ha): -324.49839
Molecular weight (g mol⁻¹): 97.117
Strongest force on any atom (eV/A): 3.126
Energy above the lowest of the compared OMol25 structures with the same formula, charge and spin (kcal/mol): 141.9
Orbital gap (spin up / spin down) (eV): 6.874 / 6.873
Total charge: 0

---

Entry 5:
A cluster of 2 separate species, C5H7NO in total in a non-equilibrium geometry, computed with wB97M-V/def2-TZVPD.

```
14
Properties=species:S:1:pos:R:3:forces:R:3
C -0.936519 0.518782 -0.877822 -0.28 -0.78 1.38
C -0.554349 0.953559 -2.117640 0.58 1.16 -0.28
C 0.830648 0.965981 -2.422534 0.97 -0.02 0.37
N 1.845568 0.527547 -1.602662 -3.62 0.27 0.50
C 1.376261 0.029798 -0.417980 -0.45 1.60 0.41
C 0.000000 0.000000 0.000000 1.78 -0.25 -0.71
H -1.945916 0.589480 -0.451545 0.18 0.04 -0.81
H -1.342435 1.486938 -2.665395 0.81 -0.39 -0.47
H 1.254131 1.435381 -3.320263 -0.70 -0.28 0.10
H 2.211438 -0.114244 0.280117 -0.99 -0.12 0.00
H -0.367487 -0.420318 0.945453 0.70 0.34 -0.26
O 3.006694 -1.712772 -0.897727 1.37 -1.10 1.01
H 2.693823 -1.852108 0.024735 0.55 -0.16 -1.09
H 3.941713 -1.421772 -0.801223 -0.92 -0.32 -0.14
```
Positions in Å, forces in eV/Å.

Properties
E_tot (Ha): -324.66812
SMILES string: c1ccncc1.O
Molecular weight (g mol⁻¹): 97.117
Strongest force on any atom (eV/A): 3.662
Energy above the lowest of the compared OMol25 structures with the same formula, charge and spin (kcal/mol): 35.4
Orbital gap (eV): 10.092
Total charge: 0

---

Entry 6:
A structure of composition C5H7NO in a non-equilibrium geometry, computed with wB97M-V/def2-TZVPD.

```
14
Properties=species:S:1:pos:R:3:forces:R:3
C -2.122592 -1.865068 -0.171788 -0.07 1.34 0.10
C -2.036777 -0.660696 -0.062236 -1.03 -1.77 -0.15
C 0.396503 0.408997 0.324319 -0.17 0.36 0.16
C 1.566776 -0.718718 0.038752 -2.96 1.26 0.06
C -1.547980 0.630851 0.051330 4.15 -0.55 -0.02
N 0.881740 1.645860 -0.179837 0.23 0.37 0.08
O -1.910792 1.759243 0.027700 -0.50 -0.16 0.03
H -2.245011 -2.902017 -0.283610 -0.10 -0.56 -0.03
H 0.311138 0.480044 1.413988 0.03 -0.03 -0.06
H 1.893153 -0.642363 -0.990409 0.08 -0.08 -0.18
H 1.188553 -1.711763 0.256023 0.10 -0.17 -0.02
H 2.365182 -0.446426 0.715428 0.13 0.01 0.08
H 1.015280 1.616598 -1.184406 -0.02 0.02 0.08
H 0.244825 2.405457 0.044747 0.13 -0.05 -0.13
```
Positions in Å, forces in eV/Å.

Properties
E_tot (Ha): -324.56480
Molecular weight (g mol⁻¹): 97.117
Strongest force on any atom (eV/A): 4.189
Energy above the lowest of the compared OMol25 structures with the same formula, charge and spin (kcal/mol): 100.2
Orbital gap (eV): 8.018
Total charge: 0

---

Entry 7:
An isolated molecule of C5H7NO, computed with wB97M-V/def2-TZVPD.

```
14
Properties=species:S:1:pos:R:3:forces:R:3
O 1.997018 -0.637669 1.333070 -0.09 0.26 -0.56
C 1.143314 -0.273163 0.569455 0.08 0.18 0.31
C 0.675970 1.194255 0.184172 0.28 -0.09 0.17
N -0.658755 0.873400 -0.342846 -0.08 0.19 -0.05
C -0.304839 -0.253072 -1.278291 -0.02 -0.01 -0.27
C -0.014539 -1.080717 -0.023664 0.17 -0.14 0.10
C -1.076694 -0.188358 0.649153 -0.34 0.03 0.16
H 1.262498 1.718989 -0.582445 0.07 -0.39 0.23
H 0.591336 1.861850 1.049832 0.16 -0.32 -0.03
H 0.556448 -0.061759 -1.931606 -0.30 0.09 0.01
H -1.167441 -0.561135 -1.872801 0.05 -0.04 0.20
H -0.010662 -2.170304 0.013707 0.24 0.22 0.15
H -2.121604 -0.467719 0.529352 0.07 -0.12 -0.20
H -0.872050 0.045403 1.702913 -0.29 0.15 -0.22
```
Positions in Å, forces in eV/Å.

Properties
E_tot (Ha): -324.64673
SMILES string: O=C1CN2CC1C2
Molecular weight (g mol⁻¹): 97.117
Strongest force on any atom (eV/A): 0.623
Energy above the lowest of the compared OMol25 structures with the same formula, charge and spin (kcal/mol): 48.8
Orbital gap (eV): 9.758
Total charge: 0

---

Entry 8:
An isolated molecule of C5H7NO in a non-equilibrium geometry, computed with wB97M-V/def2-TZVPD.

```
14
Properties=species:S:1:pos:R:3:forces:R:3
C -1.891212 0.078602 0.649686 -0.16 -0.01 0.07
N -0.481186 -0.078284 0.387688 0.10 0.18 -0.03
C 0.161559 -1.245453 -0.065693 0.12 0.08 -0.12
C 1.349774 -0.974434 -0.622013 -0.14 0.06 0.05
C 1.576800 0.517885 -0.521862 -0.02 0.14 0.05
C 0.308826 1.019145 0.119333 -0.18 0.27 0.00
O -0.033075 2.184483 0.163328 -0.15 -0.23 0.52
H -2.079293 1.155167 0.674057 -0.05 -0.19 0.04
H -2.171744 -0.360496 1.610768 -0.01 0.02 -0.11
H -2.489689 -0.370286 -0.150558 0.06 0.04 0.13
H -0.329332 -2.203470 0.086453 0.19 0.21 -0.04
H 2.068008 -1.724143 -0.936243 -0.16 0.26 -0.04
H 2.510582 0.799059 -0.027656 -0.25 0.00 0.19
H 1.486083 1.191856 -1.382218 0.66 -0.83 -0.71
```
Positions in Å, forces in eV/Å.

Properties
E_tot (Ha): -324.70433
SMILES string: CN1C=CCC1=O
Molecular weight (g mol⁻¹): 97.117
Strongest force on any atom (eV/A): 1.274
Energy above the lowest of the compared OMol25 structures with the same formula, charge and spin (kcal/mol): 12.6
Orbital gap (eV): 9.459
Total charge: 0

---

Entry 9:
An isolated molecule of C5H7NO in a non-equilibrium geometry, computed with wB97M-V/def2-TZVPD.

```
14
Properties=species:S:1:pos:R:3:forces:R:3
C -1.705722 0.105107 0.275997 -0.04 0.03 0.02
C -0.414327 0.254270 -0.539772 0.03 0.07 -0.14
C 0.684619 1.135637 0.002432 0.17 0.05 -0.12
C 1.769788 0.400006 0.220292 -0.16 0.36 0.29
N 1.543396 -1.006658 0.077928 -0.19 0.09 -0.08
C 0.270854 -1.114128 -0.588219 -0.21 -0.11 -0.03
O -0.180864 -2.122856 -1.059630 0.27 0.36 0.38
H -2.260058 1.046172 0.318051 0.07 -0.09 -0.01
H -1.499029 -0.218098 1.303604 0.02 0.09 -0.17
H -2.331053 -0.658391 -0.198578 0.06 0.17 0.10
H -0.666139 0.562684 -1.559760 -0.07 -0.08 0.04
H 0.620455 2.203975 0.158783 -0.02 -0.03 -0.26
H 2.766864 0.679781 0.538648 -0.22 0.24 0.05
H 1.401212 -1.267507 1.050219 0.30 -1.14 -0.09
```
Positions in Å, forces in eV/Å.

Properties
E_tot (Ha): -324.69214
SMILES string: C[C@H]1C=CNC1=O
Molecular weight (g mol⁻¹): 97.117
Strongest force on any atom (eV/A): 1.182
Energy above the lowest of the compared OMol25 structures with the same formula, charge and spin (kcal/mol): 20.3
Orbital gap (eV): 10.176
Total charge: 0

---

Entry 10:
A structure of composition C5H7NO, computed with wB97M-V/def2-TZVPD.

```
14
Properties=species:S:1:pos:R:3:forces:R:3
C -1.462562 0.628526 -0.036203 -0.09 0.05 -0.12
C -0.304562 0.319943 -0.789648 0.02 0.02 0.19
C 0.723163 1.129334 -0.300497 -0.11 0.05 0.12
N 1.436963 0.469952 0.645027 -0.04 0.01 -0.12
C 1.347569 -0.932316 0.274438 0.15 -0.36 0.19
O 2.063876 -1.786441 0.712782 -0.33 0.40 -0.19
C 0.202814 -1.094058 -0.736288 -0.01 -0.06 0.00
H -2.318647 -0.045838 -0.033024 0.16 0.08 -0.01
H -1.731358 1.676696 0.106462 0.08 -0.14 0.01
H -0.828065 0.343283 1.205345 0.06 -0.04 0.01
H 0.643826 2.211272 -0.214898 0.01 -0.15 -0.02
H 0.259353 0.354709 1.484135 0.01 -0.03 -0.17
H -0.525881 -1.824324 -0.371652 0.12 0.10 -0.02
H 0.599923 -1.455339 -1.690131 -0.04 0.06 0.13
```
Positions in Å, forces in eV/Å.

Properties
E_tot (Ha): -324.54491
Molecular weight (g mol⁻¹): 97.117
Strongest force on any atom (eV/A): 0.553
Energy above the lowest of the compared OMol25 structures with the same formula, charge and spin (kcal/mol): 112.7
Orbital gap (eV): 9.145
Total charge: 0